[1]
82
Properties=species:S:1:pos:R:3:mulliken_charge:R:1 method="wB97M-V/def2-TZVPD" multiplicity=1 mol_weight_g_mol=1141.11 e_above_lowest_kcal_mol=6.0 total_charge=-2 energy_ha=-6328.4682
Ir 1.82181 2.18660 0.95357 2.0214
C -3.03091 6.50871 -1.80108 -1.1371
Si -2.33397 5.47267 -0.39210 0.2557
C -3.53188 4.09131 -0.01056 -0.9560
C -2.09372 6.58818 1.09163 -1.0289
C -0.69412 4.76429 -0.96912 0.1908
C -0.19742 4.97768 -2.24904 0.1957
C 0.98771 4.38847 -2.68329 -1.3757
C 1.66748 3.56640 -1.80936 0.0490
N 1.21592 3.35653 -0.57720 -0.7199
C 0.06571 3.92220 -0.14037 0.4604
S -0.25684 3.38075 1.47633 -0.6781
H -3.98665 6.94440 -1.49875 0.2880
H -3.21089 5.90715 -2.69503 0.2971
H -2.36220 7.32958 -2.07087 0.3129
H -4.49002 4.48807 0.33520 0.3409
H -3.12601 3.43778 0.76274 0.2745
H -3.71369 3.48279 -0.89920 0.3147
H -3.05115 6.99779 1.42467 0.3177
H -1.43272 7.42268 0.84592 0.3180
H -1.64647 6.03481 1.91789 0.3242
H -0.74734 5.61179 -2.93621 0.3554
H 1.36575 4.54540 -3.68344 0.3893
H 2.57608 3.04341 -2.07949 0.4838
F 0.32036 1.13533 4.91509 -0.3156
C 0.79209 0.17103 4.10122 0.4312
F -0.01173 0.12159 3.04635 -0.1074
F 0.67783 -0.99347 4.76501 -0.3025
C 2.26284 0.48841 3.68007 1.1290
O 2.33934 1.50033 2.82017 -0.8509
C 2.92611 -0.82239 3.12459 0.3227
F 2.08984 -1.49573 2.33595 -0.2003
F 3.32553 -1.66283 4.10265 -0.3214
F 4.00646 -0.51624 2.39969 -0.2167
C 3.05722 0.93998 4.95552 0.3357
F 2.81529 0.18382 6.04348 -0.2801
F 4.38056 0.89697 4.72680 -0.2591
F 2.76208 2.19911 5.28684 -0.2290
Cl 2.99921 -0.02732 -1.67925 -0.2018
C 4.14682 0.84082 -0.70898 1.4273
C 3.68834 1.71209 0.28048 -1.7597
C 4.69596 2.45094 0.91311 0.5802
Cl 4.17614 3.69602 2.02371 -0.1477
C 6.05298 2.28955 0.67861 -0.1683
Cl 7.22293 3.23023 1.53362 -0.2245
C 6.46590 1.35802 -0.27024 0.5285
Cl 8.14817 1.11634 -0.57761 -0.2300
C 5.50316 0.64600 -0.97864 -0.2447
Cl 6.01364 -0.47584 -2.19059 -0.2124
C -4.10364 -8.13007 0.94476 -0.7591
O -2.97817 -7.40284 1.39886 -0.2713
C -1.75373 -7.63145 0.82844 0.1146
S -1.61281 -8.79328 -0.38872 -0.4493
S -0.55354 -6.62178 1.42871 -0.4218
H -4.94122 -7.75966 1.53710 0.2320
H -3.97348 -9.20322 1.09296 0.3293
H -4.28443 -7.96066 -0.11874 0.2988
C -0.70834 -5.13218 -2.02886 -1.4503
C -1.91615 -4.18658 -2.01717 2.6035
C -2.84652 -4.56787 -0.85630 -1.4364
C -2.68603 -4.38628 -3.32526 -2.3456
C -1.44738 -2.74166 -1.83014 0.0834
C -1.82201 -1.72415 -2.70536 -0.1116
C -1.40588 -0.39878 -2.54039 -1.5943
C -0.59087 -0.13329 -1.47052 0.3618
O -0.03177 1.05321 -1.09131 -0.3386
B 0.77087 0.76424 0.04658 0.3276
O 0.61999 -0.59115 0.36474 -0.5866
C -0.20224 -1.13276 -0.58869 0.0964
C -0.61317 -2.43579 -0.73939 -1.1218
H -1.03753 -6.16704 -2.14862 0.3398
H -0.15367 -5.09761 -1.09133 0.2291
H -0.03250 -4.88096 -2.85174 0.3333
H -3.22890 -5.58153 -0.99943 0.3074
H -3.69196 -3.87619 -0.80385 0.3612
H -2.32292 -4.56658 0.09959 0.2807
H -2.96247 -5.43917 -3.40961 0.4658
H -2.07980 -4.12760 -4.19715 0.4392
H -3.60603 -3.79654 -3.35302 0.4048
H -2.46190 -1.95141 -3.54583 0.4157
H -1.70391 0.38580 -3.22421 0.5033
H -0.28948 -3.21740 -0.05658 0.5833

=====

[2]
72
Properties=species:S:1:pos:R:3:mulliken_charge:R:1 method="wB97M-V/def2-TZVPD" multiplicity=1 mol_weight_g_mol=763.20 e_above_lowest_kcal_mol=0.0 total_charge=-1 energy_ha=-7281.0937
Li -12.27182 6.60557 5.84081 0.3635
Se -13.07799 13.50226 5.40666 -0.4555
P -12.93806 12.15264 7.04337 -0.1068
C -14.49731 12.10519 7.89648 0.3549
C -15.46891 11.13586 7.57583 -0.2293
C -16.71552 11.18412 8.22497 -0.2728
C -17.01339 12.16419 9.17355 -0.7497
C -16.04187 13.14264 9.45219 -0.6196
C -14.80245 13.14047 8.80296 -0.3372
C -11.71926 12.70050 8.22431 0.1427
C -11.88509 12.45038 9.60430 -0.0537
C -10.93250 12.94359 10.50719 -0.8358
C -9.82484 13.68176 10.07428 -0.5082
C -9.65348 13.88784 8.69789 -0.7896
C -10.59656 13.41374 7.76620 -0.5172
C -12.45215 10.50524 6.51402 0.6559
C -12.11899 9.30142 7.13831 0.2465
N -11.75372 8.42302 6.12632 0.0395
N -11.88640 9.05355 4.91533 -0.8295
N -12.29786 10.30587 5.11797 -0.3128
P -11.91499 8.72421 8.83408 0.0171
Se -11.51903 6.62315 9.06708 -0.4487
C -13.42086 9.06415 9.71434 0.7165
C -14.58635 8.50901 9.15369 -0.1162
C -15.81197 8.63266 9.82816 -0.2841
C -15.89655 9.31237 11.04522 -0.9970
C -14.71246 9.84550 11.59089 -0.5940
C -13.47146 9.72206 10.95408 -0.4565
C -10.49448 9.56884 9.50666 0.9884
C -10.16924 9.36030 10.85184 -0.5687
C -9.01783 9.97028 11.38619 -0.8480
C -8.14487 10.71930 10.57913 -0.6294
C -8.45499 10.85405 9.20462 -0.5537
C -9.61406 10.29684 8.66306 -0.1471
H -15.26385 10.35235 6.84017 0.4453
H -17.45423 10.41037 8.01148 0.4578
H -17.98564 12.18795 9.67502 0.4074
H -16.25203 13.94942 10.14955 0.3880
H -14.08565 13.94725 8.98109 0.4592
H -12.77381 11.95227 10.00129 0.7740
H -11.06607 12.74423 11.57009 0.4031
H -9.07580 14.03585 10.79004 0.4138
H -8.78563 14.43688 8.32793 0.4017
H -10.48029 13.61093 6.69481 0.3117
H -14.49449 7.94895 8.21118 0.0909
H -16.72716 8.20123 9.39382 0.4650
H -16.84166 9.46716 11.56123 0.3956
H -14.74562 10.40895 12.52468 0.3735
H -12.59213 10.20692 11.39760 0.2798
H -10.79502 8.68614 11.45431 0.5009
H -8.79832 9.84654 12.44443 0.3952
H -7.28005 11.21972 11.01552 0.4303
H -7.82282 11.50328 8.59255 0.4104
H -9.84471 10.44582 7.59478 0.3477
F -10.77761 3.85060 4.26917 -0.1385
B -11.66974 4.36800 5.08906 -0.2566
F -12.49711 3.59647 5.73966 -0.0949
C -17.06630 4.51518 7.30455 -1.1648
N -16.15309 5.44637 6.63191 0.1535
C -16.59292 6.61643 5.82328 -0.4365
C -15.25279 7.41932 5.77844 0.2255
O -15.13872 8.55484 5.36522 -0.6477
N -14.21789 6.64643 6.37446 0.0581
C -14.81840 5.55064 6.91318 0.1607
N -14.17542 4.64883 7.67571 -0.1045
H -18.07886 4.96853 7.31001 0.3319
H -16.74404 4.34213 8.34388 0.3869
H -17.11904 3.56003 6.75046 0.3108
H -17.43289 7.19473 6.29604 0.3094
H -16.94053 6.29561 4.80164 0.3223
H -13.24506 4.90448 7.98925 -0.0525
H -14.50343 3.72472 7.86429 0.2219

=====

[3]
72
Properties=species:S:1:pos:R:3:mulliken_charge:R:1 method="wB97M-V/def2-TZVPD" multiplicity=3 s2=2.039 mol_weight_g_mol=958.42 e_above_lowest_kcal_mol=0.0 total_charge=-1 energy_ha=-6632.1000
Pt 2.78601 0.97275 -1.09133 1.3663
C -1.14785 3.47572 1.57918 -1.4169
C -1.04271 3.19719 0.06097 2.4665
C -2.32903 2.55699 -0.53638 -1.3257
C -0.72399 4.48389 -0.74813 -1.3779
C 0.08900 2.32530 -0.21928 -0.8529
C 1.09892 1.70547 -0.62443 -0.3055
H -1.90726 4.21480 1.84998 0.3951
H -0.18358 3.83317 1.97688 0.2585
H -1.31807 2.55078 2.14161 0.1870
H -3.20443 3.23336 -0.59153 0.4493
H -2.67004 1.68029 0.05274 0.0818
H -2.10409 2.21147 -1.57485 0.2801
H -1.43491 5.31524 -0.61640 0.3998
H -0.70266 4.26024 -1.82995 0.3111
H 0.29542 4.86023 -0.49335 0.1159
Br 3.60169 4.97920 -1.94370 -0.1559
C 3.40087 4.06922 -0.32259 0.0946
C 2.80301 4.66764 0.76640 -0.2815
N 2.77765 4.12421 1.97977 -0.6584
C 3.44913 2.98624 2.20575 -0.6219
C 4.01800 2.27492 1.13524 0.1908
C 3.96429 2.80177 -0.18793 -0.5390
C 4.51945 0.83668 1.23261 0.4608
O 5.21285 0.39088 2.13651 -0.7437
O 4.12940 0.14495 0.19710 -0.8181
H 2.36224 5.66183 0.72576 0.4867
H 3.52686 2.63483 3.24958 0.3924
H 4.73489 2.48961 -0.90175 0.9098
Cl 1.99226 1.92045 -3.51759 -0.0560
C 3.54126 1.66185 -4.31831 -0.4523
C 4.59848 0.76265 -3.48695 0.5960
O 5.59849 0.48386 -4.13788 -0.7437
O 4.37973 0.45871 -2.28565 -0.8928
H 4.04815 2.60367 -4.50876 0.3307
H 3.34018 1.12591 -5.26793 0.3088
Cl -5.48490 -6.25738 2.86573 -0.2309
C -4.17719 -5.36650 2.18474 0.3324
C -3.31396 -4.63409 3.01521 -0.8694
C -2.24828 -3.94975 2.45752 0.0106
C -1.99456 -3.92956 1.06612 -0.3418
C -0.94649 -2.99168 0.41517 0.1792
C 0.39613 -3.64279 0.10420 -1.1084
N 1.22433 -2.78267 -0.76677 0.2021
C 1.38221 -2.79097 -2.16160 -0.6540
C 1.93650 -1.57733 -2.44970 -0.3146
N 2.12374 -0.87679 -1.30119 -0.0822
C 1.76210 -1.64523 -0.28262 -0.1758
O -0.75700 -1.81332 1.29496 -0.3988
C -1.49345 -0.61533 0.89137 -0.4301
C -2.96671 -0.77594 0.99031 0.3634
C -3.66981 -0.79464 2.19141 0.6604
Cl -3.00278 -0.56320 3.72733 -0.1991
S -5.30786 -1.31393 1.99962 -0.1942
C -5.10009 -1.42198 0.30656 -0.5626
C -3.82587 -1.09172 -0.12113 -0.6193
C -2.85807 -4.65998 0.26935 0.7364
Cl -2.73170 -4.82103 -1.49235 -0.2289
C -3.92707 -5.37841 0.81511 -0.8136
H -3.48387 -4.63094 4.09011 0.3906
H -1.60964 -3.37871 3.14843 0.4236
H -1.37455 -2.70512 -0.55936 0.5302
H 0.20306 -4.60402 -0.41756 0.3527
H 0.95844 -3.84871 1.03351 0.3068
H 1.13117 -3.61978 -2.80199 0.4152
H 2.18823 -1.15336 -3.40543 0.4170
H 1.77836 -1.35184 0.75686 0.5549
H -1.25473 -0.35213 -0.14770 0.2600
H -1.10891 0.20492 1.52735 -0.0425
H -5.91110 -1.77165 -0.31222 0.4426
H -3.49939 -1.05410 -1.17497 0.4374
H -4.53591 -5.99633 0.15823 0.4108